Density functional theory data (ωB97M-V/def2-TZVPD) for a molecular structure, C22H49InN2P3S2 in a non-equilibrium geometry.

Last column: Mulliken charge in e.
Positions of all 79 atoms, in Å:
In (-0.10037, -0.52109, 0.44303)  0.73
P (-2.14330, -0.80997, -1.43310)  0.48
P (-1.14027, -0.80966, 2.89961)  0.72
P (0.54616, -2.98590, -0.08818)  0.66
H (3.55149, 2.28158, -0.77285)  0.33
C (3.80288, 1.76213, -1.70775)  -0.61
C (2.97147, 1.79442, -2.76448)  -0.46
H (1.95108, 2.16358, -2.63451)  0.17
C (-2.89476, 0.71041, -2.10708)  -1.08
C (-3.69214, -1.73808, -1.11754)  -1.24
C (-1.70649, -1.59538, -3.02996)  -1.25
C (0.26408, -0.48233, 4.02169)  -1.32
C (-2.41809, 0.34171, 3.51100)  -1.17
C (-1.74188, -2.43272, 3.47894)  -1.22
C (1.47400, -2.86633, -1.65931)  -1.15
C (-0.66432, -4.34341, -0.26811)  -1.07
C (1.62814, -3.47190, 1.29027)  -0.96
H (4.82161, 1.37261, -1.76102)  0.33
H (3.20107, 1.38561, -3.75546)  0.27
H (-2.11341, 1.36238, -2.51318)  0.38
H (-3.41663, 1.27830, -1.32711)  0.23
H (-3.59437, 0.41868, -2.90523)  0.53
H (-4.26805, -1.24308, -0.32692)  0.39
H (-3.46860, -2.76783, -0.81336)  0.36
H (-4.27857, -1.74876, -2.04907)  0.45
H (-0.88707, -1.04279, -3.50309)  0.39
H (-2.59646, -1.54307, -3.67475)  0.49
H (-1.41518, -2.64574, -2.90282)  0.34
H (-0.03336, -0.66535, 5.06146)  0.45
H (0.58591, 0.56016, 3.91223)  0.41
H (1.10828, -1.13531, 3.76772)  0.35
H (-2.46011, 0.31221, 4.60835)  0.54
H (-3.40072, 0.05309, 3.11589)  0.42
H (-2.19727, 1.36799, 3.19208)  0.27
H (-2.07632, -2.35576, 4.52209)  0.46
H (-0.95355, -3.19119, 3.41406)  0.35
H (-2.58465, -2.75745, 2.85581)  0.36
H (2.33178, -3.55039, -1.68158)  0.46
H (1.86379, -1.84381, -1.77507)  0.33
H (0.82634, -3.06394, -2.52252)  0.40
H (-0.16841, -5.32050, -0.39042)  0.47
H (-1.32740, -4.18527, -1.12866)  0.32
H (-1.29713, -4.39744, 0.62898)  0.32
H (2.20910, -4.36944, 1.05663)  0.51
H (1.03846, -3.66062, 2.19531)  0.28
H (2.35304, -2.67411, 1.51404)  0.14
C (5.67758, -1.72474, -0.25017)  0.33
C (6.42506, -2.32804, 0.79022)  -0.41
C (7.77106, -2.65533, 0.63418)  -0.66
C (8.41664, -2.39772, -0.58526)  -0.36
C (7.69296, -1.84051, -1.64315)  -0.63
C (6.32955, -1.53010, -1.50081)  -0.30
S (3.92620, -1.55863, 0.00271)  -0.05
H (3.32155, -0.28271, -0.13614)  0.09
H (5.92861, -2.57478, 1.73321)  0.33
H (8.32443, -3.11577, 1.44937)  0.38
H (9.48303, -2.62269, -0.71562)  0.38
H (8.19603, -1.65694, -2.59151)  0.38
H (5.74020, -1.16648, -2.33204)  0.44
C (-2.85458, 6.48268, -1.02867)  -1.29
C (-2.62899, 4.98659, -1.20705)  -0.43
N (-1.67341, 4.44444, -0.18968)  -0.19
C (-1.75657, 3.15398, 0.22158)  0.33
S (-0.30505, 2.23987, 0.35754)  -0.18
N (-2.98328, 2.65915, 0.56176)  0.17
C (-3.99114, 3.53882, 1.22495)  -0.54
C (-5.40881, 3.23715, 0.77905)  -1.08
H (-3.06667, 6.77040, -0.00019)  0.34
H (-3.71672, 6.77060, -1.64449)  0.37
H (-2.00552, 7.06531, -1.41820)  0.38
H (-3.56972, 4.42359, -1.13145)  0.26
H (-2.19585, 4.80576, -2.19819)  0.46
H (-0.70468, 4.71847, -0.39369)  0.37
H (-2.90219, 1.72768, 1.00009)  -0.08
H (-3.89978, 3.39011, 2.31526)  0.40
H (-3.71357, 4.56774, 0.97751)  0.31
H (-5.72417, 2.22509, 1.05485)  0.32
H (-6.06876, 3.96108, 1.28870)  0.39
H (-5.55322, 3.33967, -0.30075)  0.27

**Charge**: +3
**Energy above the lowest of the compared OMol25 structures with the same formula, charge and spin**: 49.5 kcal/mol
**Gap between HOMO and LUMO**: 3.82 eV
**Strongest force on any atom**: 0.0501 Eh/bohr
**Total energy**: -81274.1703 eV
**HOMO level**: -0.552 Eh